C13H30BI2O3P2Sn as an isolated structure in a non-equilibrium geometry, computed with ωB97M-V with the def2-TZVPD basis set.

Positions of all 52 atoms, in Å:
I: 2.8891 -3.9135 -3.2948
I: 0.0989 -4.4524 -2.5581
Sn: 0.5176 -1.3192 -1.0313
P: 0.8440 -2.7810 1.2521
C: -0.8241 -3.3774 1.7917
C: 1.9188 -4.1863 0.7727
H: 2.1396 -4.8413 1.6300
H: 1.7903 -2.3518 3.4904
H: 2.8623 -3.7989 0.3512
H: 2.5567 -1.3296 2.2255
H: -1.2681 -3.9969 0.9922
H: 1.4215 -4.7734 -0.0227
C: 1.5959 -1.7481 2.5855
H: -0.7758 -3.9790 2.7146
H: 0.9374 -0.9006 2.8714
H: -1.5048 -2.5229 1.9714
P: 0.5685 0.2041 -3.3128
C: -1.1796 0.3824 -3.8908
C: 1.2417 1.8914 -2.9650
H: 2.6003 -0.9056 -4.0658
H: 1.7293 -0.1834 -5.4646
H: 1.1574 -1.7109 -4.7066
C: 1.6065 -0.7216 -4.5115
H: 2.2373 1.8027 -2.4852
H: 1.3523 2.4917 -3.8876
H: -1.2782 1.0016 -4.7970
H: -1.7923 0.8409 -3.0928
H: 0.5682 2.4398 -2.2745
H: -1.6032 -0.6142 -4.1036
C: -1.8856 -1.7697 -1.2429
O: -3.0150 -1.6973 -1.0854
C: -1.9079 0.8620 2.5724
C: -1.4439 1.7202 1.3899
C: -2.5215 2.7685 1.1745
O: -1.3389 0.8994 0.2253
B: -0.0128 0.4800 0.2445
O: 0.8054 1.1888 1.0822
C: -0.0036 2.2529 1.6026
C: 0.2602 3.5316 0.8104
C: 0.4440 2.5510 3.0253
H: -1.2215 0.0272 2.7961
H: -2.9101 0.4611 2.3334
H: -1.9908 1.5256 3.4494
H: -3.4843 2.2656 1.0228
H: -2.5586 3.3561 2.1035
H: -2.3141 3.4211 0.3204
H: -0.2762 4.3532 1.3095
H: 1.3418 3.7466 0.8631
H: -0.0644 3.4817 -0.2413
H: 0.3697 1.6767 3.6784
H: 1.4847 2.8780 2.9606
H: -0.1642 3.3732 3.4213

Computed properties:
- orbital gap (eV) = 5.72
- charge = +3
- ΔE to the lowest compared entry with this formula, charge and spin (kJ/mol) = 0.0